# 1
Entry from OMol25: a structure of composition C17H29AuClSi2 in a non-equilibrium geometry (the ωB97M-V functional and the def2-TZVPD basis).

CARTESIAN COORDINATES (ANGSTROEM)
C  2.308610  -3.540326  0.752643
C  2.220991  -2.629371  -0.366250
C  0.830687  -2.746168  -0.893362
H  3.061283  -2.277715  -0.968004
C  0.168620  -3.724125  -0.074936
C  1.061494  -4.167679  0.926253
H  0.842202  -4.947922  1.654370
H  3.197015  -3.744968  1.342180
H  0.532705  -2.401863  -1.882516
H  -0.842779  -4.099873  -0.203949
Au  1.094132  -0.754080  0.027922
Cl  2.042501  1.269099  0.788682
C  1.553890  1.530349  -3.960463
C  0.326657  0.895610  -4.338510
C  0.622323  -0.439312  -4.745171
H  -0.666542  1.341646  -4.286369
C  2.039854  -0.618649  -4.657053
C  2.612898  0.593883  -4.151390
H  3.671429  0.789588  -3.975225
H  1.651367  2.541330  -3.563006
H  -0.109737  -1.171441  -5.087674
H  2.588051  -1.515012  -4.946104
C  -2.462414  0.676145  3.396151
Si  -0.856514  -0.065383  2.704120
C  0.547425  0.860441  3.564105
C  -0.842818  -1.875996  3.170904
C  -0.781911  0.098036  0.820062
Si  -1.083096  1.841103  0.131050
C  -0.469915  3.335867  1.101251
C  -0.357591  1.851695  -1.580791
C  -2.943576  2.049571  -0.166024
H  -2.526182  0.388552  4.458022
H  -3.353996  0.285537  2.885657
H  -2.498459  1.773058  3.353727
H  0.288690  1.020762  4.623267
H  1.475155  0.273894  3.527754
H  0.752448  1.837440  3.107155
H  -1.277959  -2.495591  2.376224
H  0.177917  -2.233834  3.359339
H  -1.426680  -2.035766  4.091161
H  -1.541618  -0.577229  0.349780
H  0.605873  3.500001  0.944344
H  -1.000352  4.229824  0.736059
H  -0.654835  3.264507  2.181204
H  -0.856161  1.100143  -2.200845
H  -0.436764  2.826141  -2.079571
H  0.702441  1.582372  -1.519812
H  -3.357796  1.194466  -0.718513
H  -3.512207  2.161359  0.765408
H  -3.116758  2.949881  -0.773257

Cartesian forces (eV/Å) of the 2 atoms listed first:
-0.278 0.560 -0.710
-0.491 -1.249 -0.370

Properties
DFT total energy ... -1840.025392 Ha
2S+1 ... 3
E_HOMO (spin up / spin down) ... -3.31 / -4.00 eV
⟨S²⟩ ... 2.042
LUMO level (spin up / spin down) ... 3.09 / 0.70 eV
Total charge ... -1

***

# 2
Entry from OMol25: a cluster of 2 separate species, C17H29BClN2O5 in total in a non-equilibrium geometry (the ωB97M-V functional and the def2-TZVPD basis).

CARTESIAN COORDINATES (ANGSTROEM)
C  -2.352389  -0.408325  1.021071
C  -1.980014  0.914571  0.140984
C  -1.647952  0.428488  -1.352332
O  -1.583633  1.534592  -2.320492
O  -1.036014  1.088069  -3.481792
C  0.270042  1.691049  -3.657410
O  0.592681  2.155642  -4.784429
C  1.321299  1.735706  -2.428441
C  1.078727  2.580612  -1.143959
C  2.110144  2.552020  0.030271
N  3.352814  1.781149  0.003933
C  4.312285  1.798753  1.177777
Cl  4.212024  3.389625  2.138008
C  3.898185  0.506974  2.089165
C  3.988306  0.772709  3.673502
C  3.619640  0.953653  -1.178107
B  4.937799  -0.024729  -1.337152
O  6.152605  0.651083  -1.782751
C  4.960501  -1.611253  -1.001662
C  3.571182  -2.381561  -1.258561
C  2.652645  0.897576  -2.418734
H  -3.495706  -0.560103  1.065615
H  -1.903150  -1.355855  0.533715
H  -1.923149  -0.340684  2.093328
H  -1.078871  1.398483  0.665926
H  -2.918785  1.567671  0.137753
H  -2.495152  -0.286630  -1.677848
H  -0.648908  -0.156315  -1.369760
H  0.124951  3.226018  -1.059828
H  1.793029  3.194333  0.935665
H  5.407429  1.747894  0.862481
H  4.469087  -0.412811  1.720425
H  2.776590  0.328634  1.856059
H  4.886301  1.407339  3.989569
H  2.977987  1.248924  3.980975
H  3.979402  -0.270703  4.178921
H  6.474626  0.261673  -2.625957
H  5.773852  -2.103855  -1.655641
H  5.238849  -1.701932  0.117779
H  3.264993  -2.443054  -2.368122
H  3.702587  -3.484419  -0.924168
H  2.726241  -1.958729  -0.598345
H  2.900050  0.236519  -3.333124
C  -5.795235  -2.167018  0.218329
O  -5.057276  -1.435279  -0.419893
N  -6.919409  -1.770781  0.878882
C  -7.746906  -2.703493  1.617584
C  -7.299874  -0.371907  0.841512
H  -5.598200  -3.247329  0.310899
H  -8.755195  -2.695635  1.196242
H  -7.785797  -2.392752  2.664657
H  -7.343247  -3.715681  1.559859
H  -7.455698  -0.071013  -0.197431
H  -6.491299  0.230520  1.263160
H  -8.214997  -0.208432  1.411887

Cartesian forces (eV/Å) of the 2 atoms listed first:
0.036 -0.245 -0.109
-0.220 -0.948 0.099

Properties
DFT total energy ... -1635.405116 Ha
E_HOMO ... -11.10 eV
LUMO level ... -4.88 eV
Total charge ... +1

***

# 3
Entry from OMol25: a cluster of 3 separate species, C17H29Br4IN4O3 in total in a non-equilibrium geometry (the ωB97M-V functional and the def2-TZVPD basis).

CARTESIAN COORDINATES (ANGSTROEM)
C  1.221669  1.287252  1.336216
C  0.842399  0.972730  -0.125113
C  1.897811  0.019960  -0.706984
C  1.706606  -0.334633  -2.204724
C  0.240833  -0.401963  -2.653373
C  -0.385024  -1.704668  -2.092307
C  -1.947085  -1.657646  -2.066630
C  -2.396357  -2.061667  -0.687577
N  -1.929027  -3.202133  -0.212898
C  -2.482696  -3.277897  1.046204
N  -2.224138  -4.271928  1.866538
I  -0.923650  -5.732916  1.262570
C  -2.875703  -4.257130  3.225803
O  -3.503425  -5.265423  3.545422
O  -2.685879  -3.201570  3.845380
N  -3.257310  -2.221786  1.277417
N  -3.214447  -1.440163  0.158849
C  -3.880006  -0.187843  -0.054946
C  -5.274807  -0.468771  -0.716705
C  -6.522489  -0.187528  0.275023
O  -5.927739  -1.549327  -0.261011
H  0.723061  2.204142  1.668149
H  2.298092  1.427937  1.442483
H  0.918970  0.504034  2.037369
H  0.767101  1.901392  -0.702501
H  -0.149491  0.502025  -0.108348
H  1.792548  -0.921127  -0.144848
H  2.907679  0.371004  -0.479679
H  2.124438  -1.339829  -2.340976
H  2.275880  0.387047  -2.796916
H  -0.347279  0.484037  -2.404941
H  0.237911  -0.517175  -3.746201
H  0.007908  -1.811803  -1.078540
H  -0.021230  -2.572763  -2.643061
H  -2.330838  -0.694373  -2.403226
H  -2.272010  -2.466746  -2.725028
H  -3.778880  -2.038753  2.126173
H  -3.338540  0.454688  -0.747669
H  -4.106250  0.337772  0.868814
H  -5.409173  -0.194327  -1.762068
H  -7.477372  -0.716828  0.412494
H  -6.967455  0.429855  -0.582027
Br  4.858284  1.038860  2.827632
C  4.716475  2.022643  4.501002
C  3.453630  1.682148  5.248281
Br  1.891534  2.553364  4.474873
H  4.789988  3.076723  4.253056
H  5.589986  1.724957  5.077442
H  3.507646  2.055418  6.268868
H  3.242860  0.617541  5.264843
Br  4.135110  3.219927  -1.299260
C  4.796569  3.821981  -3.029203
C  3.759729  3.642876  -4.105595
Br  3.620009  1.780508  -4.651708
H  5.711515  3.272617  -3.226601
H  5.029661  4.876394  -2.895660
H  4.043104  4.184712  -5.005671
H  2.768268  3.956318  -3.794431

Cartesian forces (eV/Å) of the 2 atoms listed first:
-0.439 0.399 -0.225
0.677 -0.104 0.726

Properties
DFT total energy ... -11703.425671 Ha
E_HOMO ... -8.25 eV
LUMO level ... -0.45 eV

***

# 4
Entry from OMol25: a cluster of 6 separate species, C17H29Cl10FN3O in total in a non-equilibrium geometry (the ωB97M-V functional and the def2-TZVPD basis).

CARTESIAN COORDINATES (ANGSTROEM)
C  -1.377289  1.582623  -0.528717
C  -2.127367  3.025855  -0.338738
C  -1.417909  4.344750  -1.068858
N  -3.295815  3.270561  0.334861
C  -4.459111  2.458102  -0.236436
C  -5.544765  1.760444  0.828946
C  -6.747289  0.981107  0.028707
F  -7.853449  0.322134  0.795298
C  -6.779168  0.897473  -1.595304
O  -7.879986  0.185742  -2.323375
N  -5.720354  1.581870  -2.369169
N  -4.758195  2.253585  -1.692671
H  -2.171346  0.743233  -0.347688
H  -0.982595  1.557896  -1.655175
H  -0.455035  1.550577  0.205195
H  -1.806506  5.364868  -0.647393
H  -0.227441  4.295897  -0.994880
H  -1.734279  4.320861  -2.217641
H  -5.460861  1.840815  1.993110
H  -7.546150  -0.719518  -2.604877
H  -4.055661  2.746992  -2.328395
Cl  3.798485  1.023838  1.621198
C  2.749782  0.183650  0.452440
C  2.673864  0.912478  -0.879609
Cl  1.801101  2.459509  -0.750583
H  1.760369  0.067644  0.906145
H  3.176050  -0.814294  0.306224
H  2.130417  0.302003  -1.606845
H  3.670046  1.117261  -1.284146
Cl  4.598428  2.339479  -3.337600
C  4.949515  4.073110  -3.544845
C  4.283282  4.926366  -2.477419
Cl  2.510976  4.955883  -2.649838
H  4.633284  4.365716  -4.551138
H  6.037130  4.184456  -3.484256
H  4.626877  5.961649  -2.561178
H  4.520622  4.569569  -1.470279
Cl  3.733338  -2.229042  -1.709009
C  5.313813  -1.654960  -2.295708
C  6.310479  -1.458905  -1.164547
Cl  5.868511  -0.094986  -0.108110
H  5.151969  -0.728766  -2.856258
H  5.686546  -2.413298  -2.992107
H  7.299227  -1.233910  -1.575206
H  6.396231  -2.355850  -0.543176
Cl  -1.410509  -2.280260  4.235706
C  -0.107237  -3.247060  3.501905
C  0.925762  -2.380625  2.799402
Cl  0.268989  -1.603055  1.337997
H  -0.563885  -3.967388  2.815724
H  0.367587  -3.805835  4.315102
H  1.770732  -2.996644  2.477796
H  1.308675  -1.595518  3.458911
Cl  -1.307975  -7.084522  4.865927
C  -2.877861  -6.302296  4.557275
C  -3.318428  -6.448506  3.109576
Cl  -2.291593  -5.511253  1.996545
H  -2.796779  -5.250743  4.850376
H  -3.606100  -6.784326  5.217798
H  -4.338881  -6.072090  2.991803
H  -3.302269  -7.494347  2.787207

Cartesian forces (eV/Å) of the 2 atoms listed first:
-1.210 1.027 -0.884
0.263 1.253 -0.536

Properties
DFT total energy ... -5605.876290 Ha
E_HOMO ... -11.84 eV
LUMO level ... -4.93 eV
Total charge ... +1